Record 1
ORCA calculation (ωB97M-V/def2-TZVPD) on a 2-piece molecular cluster, C2H9NOS2 overall.

Geometry as XYZ:
```
15
Properties=species:S:1:pos:R:3:forces:R:3
C 1.629257 -0.959998 -0.741759 0.02 -0.45 -3.76
S 1.618402 -2.692525 -0.149109 0.11 0.31 -0.52
S 3.001008 -3.516219 -1.473231 -0.75 -0.11 -0.03
H 0.822056 -0.685256 -1.566951 1.20 -0.70 2.28
H 1.723250 -0.255771 0.036142 -0.34 0.74 0.98
H 2.569560 -0.907785 -1.346812 -0.60 0.11 0.69
H 4.030931 -3.653138 -0.650849 0.35 0.10 0.36
N -2.699184 1.535204 1.387193 -0.15 0.65 0.02
C -1.439030 1.728864 0.656290 -2.35 1.40 -1.36
O -1.329804 0.941125 -0.487384 -1.57 -1.00 -0.83
H -3.055396 2.442199 1.820365 0.73 -2.29 -0.41
H -2.660433 0.652035 1.964187 -0.28 1.97 -0.50
H -0.681327 1.502097 1.283112 2.98 -0.60 1.69
H -1.332037 2.713829 0.178295 -0.34 0.58 1.47
H -2.197248 1.155343 -0.909492 0.99 -0.72 -0.08
```
Forces are in eV/Å.

For the HOMO-LUMO gap, the calculation gives 0.347 Ha. As for the relative energy (zero: lowest compared OMol25 entry of this formula, charge and spin): 31.0 kcal per mole. The LUMO energy is 0.575 eV. Its SMILES is CSS.NCO. Its HOMO energy is -8.87 eV.


Record 2
ORCA calculation (ωB97M-V/def2-TZVPD) on an isolated ion of composition C2H9NP and charge +1.

Geometry as XYZ:
```
13
Properties=species:S:1:pos:R:3:forces:R:3
C 0.543067 0.956278 0.090628 0.48 0.24 -4.78
C -0.247468 -0.243946 -0.470996 -1.00 2.22 0.90
N 0.506186 -1.503511 -0.109884 -2.74 1.10 2.13
P -2.050895 0.020823 0.173380 0.88 -0.36 -0.13
H 0.637250 1.083955 1.106142 0.31 -0.24 2.46
H 0.149460 1.936825 -0.321324 0.23 -1.31 0.44
H 1.475687 0.794707 -0.473155 0.60 0.76 0.91
H -0.243114 -0.072030 -1.542029 -0.02 -0.73 -0.16
H -0.126102 -2.303529 -0.333863 0.07 0.28 1.88
H 1.146533 -1.714433 -0.800890 3.05 0.21 -1.34
H 0.879414 -1.232954 0.893237 -0.65 -2.04 -2.34
H -2.148957 0.872538 -0.948260 -0.42 0.20 0.26
H -1.526123 1.027181 1.055326 -0.79 -0.34 -0.23
```
Forces are in eV/Å.

For the HOMO-LUMO gap, the calculation gives 0.369 Ha. As for the relative energy (zero: lowest compared OMol25 entry of this formula, charge and spin): 17.2 kcal per mole. As for the charge: +1. The LUMO energy is -4.030 eV. Its SMILES is C[C@@H]([NH3+])P. Its HOMO energy is -14.08 eV.


Record 3
ORCA calculation (ωB97M-V/def2-TZVPD) on an isolated ion of composition C2H9NP3 and charge +1.

Geometry as XYZ:
```
15
Properties=species:S:1:pos:R:3:forces:R:3
C -0.754651 1.870591 0.512484 -1.49 1.30 2.90
C -1.647269 -0.981179 -0.472067 -0.52 1.79 -0.37
N 0.951056 -0.161439 0.141980 1.04 1.58 -0.09
P 2.239660 1.468953 -0.556336 -1.27 -2.75 0.82
P 1.563634 -1.720874 -0.217535 0.47 -1.42 0.03
P -0.575322 0.037068 0.713522 -0.04 1.18 -0.69
H -1.698633 2.272651 1.045738 0.85 -1.03 -1.32
H -0.691596 2.246634 -0.483901 -0.23 -0.04 -0.87
H -0.064795 2.516461 1.143080 0.02 -1.48 -0.66
H -1.552201 -0.389074 -1.422513 0.23 -0.98 0.54
H -2.732759 -1.037737 -0.297533 0.47 0.30 0.60
H -1.282489 -1.994998 -0.481669 0.35 -0.13 -0.32
H 3.076358 0.346910 -0.905222 -0.04 0.65 -0.03
H 0.605484 -2.576567 0.480780 0.51 0.72 -0.33
H 2.563525 -1.897397 0.799188 -0.35 0.30 -0.20
```
Forces are in eV/Å.

For the HOMO-LUMO gap (alpha / beta), the calculation gives 0.280 / 0.237 Ha. The expectation value of S² is 2.01. As for the relative energy (zero: lowest compared OMol25 entry of this formula, charge and spin): 0.0 kcal per mole. As for the charge: +1. The LUMO energy (alpha / beta) is -5.180 / -6.847 eV. Its HOMO energy (alpha / beta) is -12.79 / -13.30 eV. As for the multiplicity: 3.


Record 4
ORCA calculation (ωB97M-V/def2-TZVPD) on C2H9NS as an isolated structure.

Geometry as XYZ:
```
13
Properties=species:S:1:pos:R:3:forces:R:3
N -1.060070 0.868933 -2.264021 1.00 3.17 -1.48
H -1.684371 0.735685 -1.542303 -1.59 -0.21 1.88
H -0.760474 -6.893385 0.142246 -1.21 -0.96 0.18
H -0.463352 1.705128 -2.070632 -0.85 -1.15 -0.22
H -0.498472 0.086785 -2.346278 1.38 -1.80 -0.26
C 0.905420 2.443058 0.987974 -0.96 -3.92 1.74
C 0.820827 0.944992 0.950987 -3.58 0.41 -2.44
S -0.148589 0.491709 2.464127 1.19 1.30 -1.27
H -1.375288 -7.382585 0.230709 1.21 0.96 -0.17
H 1.814022 2.869104 0.905566 3.48 1.24 -0.46
H 0.335860 3.022610 1.640276 -2.35 0.92 0.21
H 1.754765 0.466992 1.033426 1.52 -0.20 -0.28
H 0.359724 0.640975 -0.132078 0.74 0.26 2.57
```
Forces are in eV/Å.

For the HOMO-LUMO gap, the calculation gives 0.219 Ha. As for the relative energy (zero: lowest compared OMol25 entry of this formula, charge and spin): 125.8 kcal per mole. The LUMO energy is -2.484 eV. Its HOMO energy is -8.45 eV.


Record 5
ORCA calculation (ωB97M-V/def2-TZVPD) on a 2-piece molecular cluster, C2H9NS2 overall.

Geometry as XYZ:
```
14
Properties=species:S:1:pos:R:3:forces:R:3
C 1.400234 0.203005 2.779854 -0.17 -0.80 -0.16
N 0.534425 0.286426 1.613946 -0.18 0.46 -0.10
H 1.596242 -0.814955 3.123920 0.06 -0.28 -0.13
H 2.369171 0.619893 2.540148 0.08 0.41 0.12
H 0.941538 0.687297 3.631994 0.05 0.51 0.10
H -0.261849 -0.332135 1.642567 0.14 -0.10 0.00
H 1.015766 0.197519 0.731397 0.02 -0.22 0.14
C -1.480724 0.318999 -1.518024 -0.46 0.26 -0.29
S -1.347161 -1.349070 -2.235512 0.19 0.10 0.21
S 0.228080 -1.069527 -3.529653 -0.12 -0.18 0.13
H -0.495334 0.764902 -1.574250 0.01 0.20 0.05
H -2.211742 0.899180 -2.089216 0.31 0.03 -0.04
H -1.827769 0.335195 -0.484691 0.14 -0.45 0.02
H -0.460871 -0.746724 -4.632480 -0.06 0.07 -0.07
```
Forces are in eV/Å.

For the HOMO-LUMO gap, the calculation gives 0.353 Ha. As for the relative energy (zero: lowest compared OMol25 entry of this formula, charge and spin): 13.0 kcal per mole. The LUMO energy is 0.535 eV. Its SMILES is CSS.CN. Its HOMO energy is -9.06 eV.


Record 6
ORCA calculation (ωB97M-V/def2-TZVPD) on a 2-piece molecular cluster, C2H9NS2 overall.

Geometry as XYZ:
```
14
Properties=species:S:1:pos:R:3:forces:R:3
C -0.290820 -4.559498 -1.249083 1.33 -1.35 -0.59
N 0.680872 -3.490331 -1.558330 -0.51 -0.03 -0.59
H -1.198874 -4.596837 -1.858985 -0.41 0.71 0.81
H -0.311769 -4.736184 -0.173463 -1.01 0.49 -0.04
H 0.139686 -5.512311 -1.589004 0.35 0.09 0.04
H 1.248038 -3.830868 -2.322824 0.31 0.04 0.02
H 0.201815 -2.699496 -1.979933 -0.06 0.07 0.35
C 1.067725 1.064375 -0.610618 -1.66 1.95 -0.41
S -0.552320 1.914931 -0.025214 1.07 -1.34 -0.58
S -0.193944 1.904485 1.939680 0.03 0.50 1.44
H 1.745165 1.905730 -0.547085 0.49 -0.20 -0.04
H 0.762245 0.960803 -1.651690 0.62 -0.62 -0.11
H 1.455190 0.193509 -0.097217 -0.60 -0.18 0.07
H -1.084233 1.023329 2.438945 0.04 -0.13 -0.37
```
Forces are in eV/Å.

For the HOMO-LUMO gap, the calculation gives 0.349 Ha. As for the relative energy (zero: lowest compared OMol25 entry of this formula, charge and spin): 27.6 kcal per mole. The LUMO energy is 0.691 eV. Its SMILES is CSS.CN. Its HOMO energy is -8.82 eV.


Record 7
ORCA calculation (ωB97M-V/def2-TZVPD) on a 2-piece molecular cluster, C2H9NS3 overall.

Geometry as XYZ:
```
15
Properties=species:S:1:pos:R:3:forces:R:3
C -0.212063 -0.848466 -1.202942 0.22 1.00 -0.01
C -0.445931 0.643888 -1.553822 0.40 -0.13 0.05
S 0.727377 1.246238 -2.832371 -0.05 0.06 0.19
N -0.557624 -1.034619 0.228069 -0.32 -0.26 0.50
H -0.752287 -1.476030 -1.916951 -0.12 -0.16 0.38
H 0.843594 -1.089251 -1.286170 0.13 0.05 -0.12
H -1.462468 0.812407 -1.904157 -0.04 -0.02 0.15
H -0.263273 1.217695 -0.641919 -0.12 0.04 -0.16
H 0.667137 2.566557 -2.529557 -0.11 -0.47 -0.03
H -1.568595 -1.024992 0.371665 0.08 0.27 -0.20
H -0.305102 -1.964112 0.555703 0.23 -0.04 -0.27
S 1.199471 -0.471664 3.851591 -0.73 0.95 -1.15
S -0.016400 0.887458 2.866349 1.66 -1.09 0.43
H 2.080204 0.426287 4.330024 -0.22 0.17 0.44
H 0.065960 0.108604 1.664488 -1.01 -0.36 -0.22
```
Forces are in eV/Å.

For the HOMO-LUMO gap (alpha / beta), the calculation gives 0.245 / 0.119 Ha. The expectation value of S² is 0.75. As for the charge: +1. The LUMO energy (alpha / beta) is -5.184 / -8.610 eV. Its HOMO energy (alpha / beta) is -11.84 / -11.84 eV. As for the multiplicity: 2.


Record 8
ORCA calculation (ωB97M-V/def2-TZVPD) on a 2-piece molecular cluster, C2H9NSi overall.

Geometry as XYZ:
```
13
Properties=species:S:1:pos:R:3:forces:R:3
C 2.792803 0.088355 0.120006 -2.10 1.25 0.94
C -2.383279 -0.281555 0.122380 -0.40 -0.04 1.38
N 0.501829 -0.699273 0.149070 2.40 -0.23 -0.56
Si -0.671133 0.502998 -0.249815 -0.96 -0.24 -0.32
H 3.156439 -0.049679 -0.850388 0.32 -0.61 -1.14
H 2.902997 1.084065 0.535757 -0.44 0.21 -0.38
H 2.772262 -0.595158 0.901661 0.42 -1.61 0.68
H -2.626936 -1.240276 0.615375 1.29 0.04 0.04
H -2.852088 0.399786 0.854116 -0.10 0.16 -0.50
H -3.032668 -0.392026 -0.721553 -0.25 0.64 -0.89
H 0.775667 -1.537187 -0.423359 -0.63 1.36 0.54
H -0.879230 0.990713 -1.693719 0.49 -0.17 0.72
H -0.456665 1.729232 0.640470 -0.03 -0.77 -0.51
```
Forces are in eV/Å.

For the HOMO-LUMO gap (alpha / beta), the calculation gives 0.311 / 0.346 Ha. As for the relative energy (zero: lowest compared OMol25 entry of this formula, charge and spin): 102.9 kcal per mole. The LUMO energy (alpha / beta) is -0.631 / -0.204 eV. Its HOMO energy (alpha / beta) is -9.11 / -9.61 eV.


Record 9
ORCA calculation (ωB97M-V/def2-TZVPD) on a 2-piece molecular cluster, C2H9O2 overall.

Geometry as XYZ:
```
13
Properties=species:S:1:pos:R:3:forces:R:3
O -0.196756 -2.370483 -1.289918 -2.18 0.62 -3.07
H -0.132439 -0.714092 -1.028053 -0.10 -3.57 0.85
H 0.040835 -3.238274 -0.949843 -0.16 -0.15 -0.27
H -0.821593 -2.453028 -2.138157 2.14 -0.44 2.92
C 0.300884 0.578507 1.001869 -4.89 1.86 -0.20
O -0.063809 0.060462 -0.480277 0.65 5.65 -3.07
C 0.055848 2.145041 1.187864 -0.70 -1.60 -1.72
H -0.544845 0.078901 1.544198 1.42 0.04 -0.31
H 1.221682 0.159995 0.983067 2.91 -0.80 1.16
H 0.262875 0.673119 -1.267279 -0.76 -0.72 2.75
H -0.919779 2.538582 0.769792 1.10 -0.88 0.15
H -0.028541 2.327366 2.222987 -0.11 -0.26 1.50
H 0.865934 2.766308 0.886454 0.68 0.26 -0.70
```
Forces are in eV/Å.

For the HOMO-LUMO gap, the calculation gives 0.468 Ha. As for the relative energy (zero: lowest compared OMol25 entry of this formula, charge and spin): 38.9 kcal per mole. As for the charge: +1. The LUMO energy is -3.862 eV. Its HOMO energy is -16.59 eV.


Record 10
ORCA calculation (ωB97M-V/def2-TZVPD) on a 2-piece molecular cluster, C2H9O2 overall.

Geometry as XYZ:
```
13
Properties=species:S:1:pos:R:3:forces:R:3
O 2.185139 -0.293644 1.105303 0.31 -0.07 0.17
H 0.899058 -0.586586 0.381233 0.17 0.36 -0.02
H 2.802983 -1.028497 1.213936 -0.04 0.00 -0.01
H 2.539035 0.426440 1.651468 -0.30 -0.11 -0.22
C -1.103232 0.316148 0.110963 0.92 -0.22 -0.16
O 0.019574 -0.726665 -0.125589 -0.89 0.20 -0.15
C -1.617766 0.735982 -1.239411 -0.42 -0.38 0.02
H -1.796788 -0.255513 0.700596 -0.32 0.09 0.27
H -0.609384 1.104897 0.682725 -0.20 -0.13 -0.11
H 0.107056 -0.854845 -1.083250 0.38 -0.11 0.11
H -2.312152 -0.012941 -1.649863 0.42 0.16 0.01
H -2.187787 1.654250 -1.156202 -0.06 0.20 0.17
H -0.800400 0.943778 -1.928931 0.02 0.01 -0.08
```
Forces are in eV/Å.

For the HOMO-LUMO gap, the calculation gives 0.508 Ha. As for the relative energy (zero: lowest compared OMol25 entry of this formula, charge and spin): 0.8 kcal per mole. As for the charge: +1. The LUMO energy is -3.476 eV. Its HOMO energy is -17.30 eV.


no.,electronic energy (Ha),F_max (eV/A)
1,-1007.9144,3.79
2,-477.3802,4.81
3,-1160.0193,3.51
4,-534.3291,4.40
5,-932.7034,0.83
6,-932.6800,2.59
7,-1330.5737,2.04
8,-425.7027,2.62
9,-231.7376,6.46
10,-231.7983,0.96